# 1
The following is a DFT calculation (wB97M-V/def2-TZVPD) of C33H33InN6O6P4SSe2 as an isolated structure at a distorted geometry.

Each line ends with the Löwdin charge.
Positions of all 86 atoms, in Å:
In1 -0.402 2.686 0.360  0.4038
Se1 2.499 -3.948 2.575  0.2801
P1 1.471 -3.291 0.878  0.4921
C1 2.413 -3.638 -0.638  -0.3443
C2 2.879 -4.941 -0.816  -0.1195
C3 3.719 -5.243 -1.874  -0.0729
C4 4.123 -4.241 -2.745  -0.0799
C5 3.683 -2.941 -2.555  -0.0757
C6 2.835 -2.635 -1.502  -0.0790
C7 -0.181 -4.054 0.792  -0.3689
C8 -1.234 -3.428 1.451  -0.0931
C9 -2.474 -4.043 1.522  -0.0676
C10 -2.661 -5.296 0.957  -0.0718
C11 -1.605 -5.930 0.316  -0.0762
C12 -0.367 -5.316 0.233  -0.0998
C13 1.114 -1.512 0.869  -0.3971
C14 0.340 -0.583 0.134  -0.3768
N1 0.477 0.590 0.778  -0.0968
N2 1.245 0.399 1.821  -0.0646
N3 1.630 -0.839 1.912  0.0316
P2 -0.760 -0.471 -1.296  0.6644
Se2 -0.472 1.445 -2.203  0.4899
C15 -0.469 -1.796 -2.491  -0.3509
C16 0.098 -1.518 -3.729  -0.1031
C17 0.321 -2.547 -4.628  -0.0683
C18 -0.022 -3.850 -4.296  -0.0623
C19 -0.615 -4.123 -3.071  -0.0561
C20 -0.847 -3.097 -2.171  -0.0925
C21 -2.410 -0.785 -0.602  -0.3326
C22 -2.697 -0.382 0.700  -0.1487
C23 -3.957 -0.608 1.230  -0.0767
C24 -4.926 -1.243 0.468  -0.0690
C25 -4.646 -1.634 -0.833  -0.0619
C26 -3.393 -1.398 -1.375  -0.0716
H1 2.615 -5.707 -0.098  0.0880
H2 4.084 -6.254 -2.000  0.1060
H3 4.803 -4.470 -3.556  0.1039
H4 4.014 -2.156 -3.223  0.1072
H5 2.520 -1.612 -1.350  0.0999
H6 -1.081 -2.461 1.914  0.1049
H7 -3.292 -3.548 2.029  0.1042
H8 -3.624 -5.784 1.032  0.1053
H9 -1.744 -6.917 -0.106  0.1069
H10 0.451 -5.811 -0.274  0.0949
H11 0.347 -0.495 -3.983  0.0554
H12 0.770 -2.330 -5.589  0.1085
H13 0.160 -4.653 -4.998  0.1080
H14 -0.904 -5.135 -2.815  0.1078
H15 -1.338 -3.298 -1.229  0.0882
H16 -1.951 0.121 1.300  0.0869
H17 -4.176 -0.274 2.236  0.1167
H18 -5.908 -1.425 0.886  0.1085
H19 -5.405 -2.123 -1.429  0.1080
H20 -3.177 -1.689 -2.395  0.1131
N4 2.153 2.333 3.548  0.1491
C27 1.944 3.729 3.066  -0.5235
C28 2.678 4.723 3.953  -0.0726
P3 0.139 4.048 2.930  0.2966
O1 -0.222 4.383 4.467  -0.1234
O2 -0.180 5.165 2.021  -0.2557
O3 -0.468 2.693 2.575  -0.3508
P4 2.561 3.900 1.328  0.3547
O4 3.894 2.980 1.530  -0.1416
O5 2.908 5.280 0.967  -0.2607
O6 1.646 3.111 0.387  -0.3441
H21 1.682 2.200 4.441  0.1562
H22 3.152 2.156 3.653  0.1464
H23 1.763 1.549 2.831  0.1117
H24 2.346 4.641 4.989  0.0824
H25 2.473 5.730 3.593  0.0937
H26 3.757 4.567 3.900  0.0888
H27 -1.039 4.906 4.487  0.0937
H28 4.536 3.236 0.848  0.0909
C29 0.631 5.970 -1.230  -0.0073
C30 -0.825 5.762 -1.019  -0.2978
C31 -1.770 6.758 -1.238  -0.0071
C32 -3.095 6.446 -0.990  -0.1133
N5 -3.496 5.263 -0.537  0.0681
C33 -2.544 4.362 -0.311  -0.8130
S1 -2.923 2.831 0.370  0.7113
N6 -1.231 4.572 -0.575  -0.0044
H29 0.829 6.845 -1.844  0.0872
H30 1.084 5.082 -1.672  0.0882
H31 1.103 6.101 -0.253  0.0695
H32 -1.473 7.737 -1.581  0.1092
H33 -3.886 7.170 -1.159  0.1110

Cartesian forces (eV/Å) of the 2 atoms listed first:
In -0.449 -0.449 -0.215
Se 0.018 -0.061 0.072

Results
multiplicity = 1
electronic energy = -239849.197 eV
ΔE to the lowest compared entry with this formula, charge and spin = 14.0 kJ/mol
charge = 0

# 2
The following is a DFT calculation (wB97M-V/def2-TZVPD) of C33H33N4O3P2S2Ti as an isolated structure at a distorted geometry.

Each line ends with the Löwdin spin population.
Positions of all 78 atoms, in Å:
Ti1 0.000 0.000 0.000  0.0068
S1 0.092 -1.270 -2.072  0.0044
P1 0.845 0.221 -2.828  0.0016
C1 1.292 1.112 -1.278  -0.0001
P2 2.728 1.008 -0.374  0.0014
S2 2.359 -0.760 0.032  0.0004
C2 4.254 0.863 -1.339  0.0002
C3 5.009 -0.324 -1.338  0.0003
C4 6.198 -0.398 -2.066  0.0000
C5 6.642 0.710 -2.797  0.0004
C6 5.895 1.891 -2.798  0.0000
C7 4.706 1.966 -2.068  0.0003
C8 2.870 2.279 0.949  0.0005
C9 1.987 3.369 1.011  0.0000
C10 2.133 4.334 2.013  0.0004
C11 3.162 4.219 2.952  -0.0002
C12 4.047 3.139 2.888  0.0002
C13 3.904 2.172 1.888  -0.0001
C14 -0.176 1.116 -4.073  0.0001
C15 -0.670 0.439 -5.194  0.0001
C16 -1.410 1.129 -6.161  0.0001
C17 -1.656 2.496 -6.011  0.0001
C18 -1.160 3.178 -4.896  0.0000
C19 -0.420 2.491 -3.927  -0.0002
C20 2.262 -0.654 -3.569  0.0006
C21 3.209 0.086 -4.290  0.0003
C22 4.296 -0.555 -4.887  0.0000
C23 4.454 -1.936 -4.768  0.0003
C24 3.513 -2.684 -4.052  0.0001
C25 2.428 -2.050 -3.461  0.0006
H1 4.682 -1.189 -0.776  0.0000
H2 6.777 -1.311 -2.067  0.0000
H3 7.563 0.652 -3.362  0.0000
H4 6.238 2.748 -3.363  0.0000
H5 4.134 2.887 -2.072  0.0000
H6 1.186 3.474 0.291  0.0003
H7 1.448 5.171 2.061  0.0002
H8 3.274 4.966 3.726  0.0000
H9 4.845 3.051 3.615  0.0000
H10 4.595 1.341 1.846  0.0000
H11 -0.481 -0.619 -5.320  0.0000
H12 -1.793 0.602 -7.026  0.0000
H13 -2.227 3.030 -6.760  0.0000
H14 -1.347 4.237 -4.782  0.0000
H15 -0.038 3.032 -3.072  -0.0001
H16 3.094 1.156 -4.391  0.0000
H17 5.023 0.024 -5.444  0.0000
H18 5.296 -2.431 -5.228  0.0000
H19 3.630 -3.756 -3.960  0.0000
H20 1.714 -2.659 -2.917  0.0003
N1 0.120 -1.576 1.279  0.0007
C26 -1.134 -2.245 1.564  0.0000
C27 -2.013 -2.152 0.298  0.0002
N2 -1.839 -0.827 -0.262  0.0012
H21 0.889 -2.239 0.853  0.0001
H22 0.754 -1.198 2.215  0.0003
H23 -1.632 -1.727 2.390  0.0001
H24 -0.973 -3.286 1.861  0.0000
H25 -3.063 -2.355 0.528  0.0007
H26 -1.673 -2.893 -0.434  -0.0001
H27 -2.551 -0.083 0.131  0.0000
H28 -2.104 -0.690 -1.415  0.0009
O1 -1.065 1.347 -0.809  0.2335
N3 -2.008 1.876 -0.212  0.3920
N4 -2.176 1.395 1.033  0.0239
O2 -1.274 0.402 1.425  -0.0070
C28 -3.200 1.847 1.923  0.0814
C29 -3.348 1.322 3.221  0.0403
C30 -4.352 1.768 4.088  0.0178
C31 -5.239 2.758 3.676  0.0847
C32 -5.121 3.299 2.399  0.0094
C33 -4.114 2.847 1.537  0.0629
H29 -2.662 0.547 3.557  0.0044
H30 -4.429 1.335 5.080  -0.0003
H31 -6.018 3.105 4.347  0.0074
H32 -5.806 4.071 2.065  -0.0016
H33 -4.042 3.285 0.545  0.0129
O3 0.808 1.017 1.025  0.0150

Cartesian forces (eV/Å) of the 2 atoms listed first:
Ti 3.272 2.126 -0.200
S -4.135 -5.726 0.186

Results
<S²> = 0.78
multiplicity = 2
electronic energy = -110214.231 eV
ΔE to the lowest compared entry with this formula, charge and spin = 1041.1 kJ/mol
charge = -2